{"formula": "C48H80N4Ni2O12", "method": "the ωB97M-V functional and the def2-TZVPD basis", "elements": ["Ni", "Ni", "C", "C", "C", "O", "C", "C", "C", "O", "O", "O", "H", "H", "C", "C", "C", "O", "C", "C", "C", "O", "O", "O", "H", "H", "C", "C", "C", "C", "C", "C", "N", "O", "C", "C", "C", "H", "H", "H", "H", "H", "H", "H", "H", "H", "H", "H", "H", "H", "H", "H", "H", "H", "H", "H", "C", "C", "C", "C", "C", "C", "N", "O", "C", "C", "C", "H", "H", "H", "H", "H", "H", "H", "H", "H", "H", "H", "H", "H", "H", "H", "H", "H", "H", "H", "C", "C", "C", "C", "C", "C", "N", "O", "C", "C", "C", "H", "H", "H", "H", "H", "H", "H", "H", "H", "H", "H", "H", "H", "H", "H", "H", "H", "H", "H", "C", "C", "C", "C", "C", "C", "N", "O", "C", "C", "C", "H", "H", "H", "H", "H", "H", "H", "H", "H", "H", "H", "H", "H", "H", "H", "H", "H", "H", "H"], "positions_angstrom": [[2.17, 0.96, -1.62], [-1.88, -1.74, 3.29], [-1.03, 0.21, 0.28], [-0.29, 0.95, -0.66], [0.30, 2.34, -0.20], [1.33, 2.64, -0.88], [-0.12, 2.85, 0.99], [-0.94, 2.13, 1.92], [-1.32, 0.72, 1.52], [-2.01, -0.01, 2.31], [-1.15, 2.57, 3.02], [0.22, 0.44, -1.68], [-1.30, -0.80, 0.01], [0.30, 3.76, 1.39], [2.38, 0.53, 2.13], [2.73, 0.16, 0.85], [2.22, -1.11, 0.26], [2.30, -1.21, -0.99], [1.37, -1.97, 0.99], [0.93, -1.62, 2.23], [1.41, -0.26, 2.83], [0.96, 0.01, 3.93], [-0.06, -2.18, 2.80], [3.40, 0.95, 0.08], [2.60, 1.50, 2.55], [1.02, -2.83, 0.43], [1.60, -0.41, -4.41], [2.62, 0.63, -4.84], [1.85, 1.54, -5.82], [2.52, 2.86, -6.15], [2.63, 3.66, -4.87], [3.54, 2.85, -3.91], [3.04, 1.45, -3.68], [3.98, 0.75, -2.88], [5.00, 2.89, -4.41], [3.57, 3.57, -2.55], [3.78, -0.08, -5.57], [1.98, -1.07, -3.61], [1.40, -1.14, -5.19], [0.65, 0.02, -4.09], [1.68, 0.99, -6.75], [0.84, 1.74, -5.45], [1.79, 3.34, -6.81], [3.42, 2.66, -6.72], [1.73, 3.80, -4.28], [3.14, 4.62, -4.97], [5.47, 3.85, -4.20], [5.65, 2.19, -3.88], [5.13, 2.71, -5.48], [2.61, 4.10, -2.45], [3.84, 3.05, -1.64], [4.20, 4.46, -2.62], [3.66, -1.16, -5.43], [4.76, 0.12, -5.13], [3.85, 0.09, -6.64], [4.76, 0.58, -3.41], [-4.96, -3.72, 0.78], [-4.54, -3.08, 2.11], [-5.54, -3.35, 3.21], [-5.43, -4.76, 3.76], [-3.98, -5.08, 4.14], [-2.89, -4.80, 3.08], [-3.17, -3.45, 2.53], [-2.27, -3.05, 1.50], [-1.54, -4.71, 3.79], [-2.85, -5.97, 2.07], [-4.65, -1.57, 1.83], [-5.98, -3.55, 0.45], [-4.78, -4.81, 0.74], [-4.20, -3.58, 0.00], [-5.39, -2.66, 4.05], [-6.55, -3.20, 2.82], [-5.72, -5.49, 3.00], [-6.11, -5.04, 4.56], [-3.96, -6.09, 4.55], [-3.69, -4.44, 4.99], [-0.85, -4.28, 3.06], [-1.60, -3.91, 4.55], [-1.13, -5.59, 4.28], [-3.87, -6.38, 2.04], [-2.81, -5.66, 1.02], [-2.14, -6.72, 2.37], [-4.11, -1.22, 0.95], [-4.41, -0.94, 2.70], [-5.71, -1.37, 1.67], [-2.45, -3.61, 0.73], [-4.33, -1.62, -2.87], [-3.06, -2.12, -3.59], [-3.34, -3.36, -4.45], [-4.07, -2.97, -5.71], [-3.26, -1.90, -6.49], [-3.10, -0.61, -5.68], [-2.56, -0.98, -4.38], [-2.22, 0.11, -3.58], [-1.98, 0.17, -6.41], [-4.37, 0.24, -5.63], [-1.99, -2.43, -2.54], [-4.57, -2.14, -1.94], [-5.25, -1.57, -3.46], [-4.18, -0.60, -2.54], [-2.44, -3.94, -4.63], [-3.99, -3.92, -3.77], [-5.00, -2.42, -5.52], [-4.37, -3.73, -6.42], [-3.89, -1.70, -7.36], [-2.32, -2.30, -6.88], [-1.89, 1.12, -5.87], [-1.06, -0.39, -6.46], [-2.34, 0.37, -7.42], [-4.51, 0.85, -6.53], [-5.30, -0.30, -5.48], [-4.30, 1.01, -4.87], [-2.09, -3.51, -2.34], [-2.17, -2.13, -1.50], [-0.94, -2.29, -2.79], [-1.28, 0.01, -3.39], [3.57, 0.77, 6.35], [3.91, 2.25, 6.25], [4.90, 2.47, 5.10], [5.03, 3.89, 4.56], [3.62, 4.44, 4.23], [2.57, 4.23, 5.33], [2.61, 2.90, 5.95], [1.73, 2.82, 7.05], [2.80, 5.37, 6.35], [1.22, 4.40, 4.63], [4.47, 2.77, 7.58], [3.06, 0.33, 5.50], [4.43, 0.15, 6.62], [2.86, 0.69, 7.18], [5.87, 2.11, 5.44], [4.56, 1.83, 4.29], [5.67, 4.53, 5.17], [5.50, 3.77, 3.58], [3.27, 4.04, 3.28], [3.86, 5.50, 4.14], [2.29, 6.27, 6.01], [3.86, 5.63, 6.49], [2.42, 5.14, 7.35], [1.22, 5.30, 4.01], [0.39, 4.46, 5.33], [1.14, 3.53, 3.98], [5.52, 2.46, 7.57], [4.53, 3.85, 7.67], [4.11, 2.29, 8.50], [2.19, 3.30, 7.76]], "mulliken_charge": [1.495, 0.599, 0.320, 0.334, 0.889, -0.585, -0.801, 0.223, -0.173, -0.960, -0.638, -0.316, 0.089, 0.526, -0.400, 0.761, 0.206, -0.670, -0.754, 0.292, -0.218, -0.895, -0.545, -0.967, 1.147, 0.541, -2.951, 2.259, -1.292, -0.700, -1.419, 1.440, 1.149, -0.627, -1.666, -2.265, -1.591, 0.550, 0.734, 0.138, 0.542, 0.106, 0.479, 0.291, 0.426, 0.366, 0.485, 0.362, 0.324, 0.464, 0.373, 0.432, 0.551, 0.294, 0.327, 0.360, -1.331, 1.683, -1.091, -0.721, -1.118, 1.417, 0.208, 1.390, -2.088, -1.497, -2.316, 0.513, 0.200, -0.107, 0.307, 0.444, 0.286, 0.500, 0.341, 0.377, 0.505, 0.272, 0.513, 0.428, 0.102, 0.456, 0.144, 0.497, 0.628, -0.065, -1.563, 1.899, -0.937, -0.889, -1.179, 1.295, 0.941, -0.481, -2.038, -1.816, -1.704, 0.188, 0.303, 0.392, 0.379, 0.445, 0.227, 0.439, 0.480, 0.364, 0.387, 0.241, 0.595, 0.492, 0.330, 0.285, 0.600, -0.096, 0.146, -0.082, -1.709, 1.696, -0.905, -0.796, -1.075, 1.443, 0.746, -0.499, -1.827, -1.631, -1.960, 0.065, 0.360, 0.412, 0.521, 0.168, 0.371, 0.417, 0.345, 0.355, 0.424, 0.398, 0.257, 0.385, 0.435, 0.081, 0.468, 0.388, 0.391, 0.319], "spin_multiplicity": 5, "relative_energy_kj_mol": 0.0, "homo_ev": [-6.925, -6.943], "total_charge": 0}

=====

{"formula": "C13H20AsNaO2", "method": "the ωB97M-V functional and the def2-TZVPD basis", "elements": ["Na", "C", "C", "C", "C", "C", "C", "C", "C", "C", "C", "O", "O", "H", "H", "H", "H", "H", "H", "H", "H", "H", "H", "H", "C", "As", "C", "C", "H", "H", "H", "H", "H", "H", "H", "H", "H"], "positions_angstrom": [[14.05, 6.37, 10.17], [5.98, 5.69, 11.81], [7.44, 5.75, 11.46], [7.87, 6.03, 10.13], [9.23, 6.01, 9.84], [9.80, 6.15, 8.48], [10.21, 5.84, 10.88], [9.74, 5.62, 12.21], [10.74, 5.25, 13.31], [8.38, 5.56, 12.39], [11.69, 6.00, 10.57], [12.15, 7.19, 10.77], [12.33, 4.99, 10.10], [5.54, 6.61, 11.50], [5.83, 5.54, 12.90], [5.44, 4.94, 11.24], [7.09, 6.06, 9.34], [9.09, 6.66, 7.85], [9.91, 5.17, 8.10], [10.73, 6.70, 8.48], [11.44, 6.07, 13.55], [11.36, 4.39, 13.14], [10.17, 5.12, 14.23], [8.07, 5.21, 13.38], [17.02, 5.83, 7.05], [15.38, 4.98, 7.74], [14.11, 6.16, 6.75], [15.40, 3.64, 6.33], [16.78, 6.07, 6.04], [17.94, 5.21, 7.11], [17.22, 6.80, 7.49], [14.39, 6.49, 5.74], [13.91, 7.05, 7.35], [13.20, 5.61, 6.66], [15.50, 4.23, 5.38], [14.53, 3.03, 6.24], [16.31, 3.05, 6.34]], "mulliken_charge": [0.791, -1.430, 0.700, -0.908, 1.220, -1.675, 0.637, 0.721, -1.498, -0.670, 0.101, -0.950, -0.915, 0.359, 0.341, 0.318, 0.315, 0.430, 0.339, 0.383, 0.301, 0.329, 0.392, 0.191, -1.100, 0.297, -1.119, -1.089, 0.334, 0.337, 0.346, 0.453, 0.307, 0.354, 0.316, 0.376, 0.364], "homo_ev": -7.932, "total_charge": 0}

=====

{"formula": "C17H32AsN4O7Si2Tl", "method": "the ωB97M-V functional and the def2-TZVPD basis", "elements": ["Tl", "N", "C", "C", "C", "C", "N", "H", "H", "H", "H", "H", "H", "H", "H", "H", "H", "H", "H", "O", "C", "O", "C", "C", "C", "C", "C", "C", "O", "N", "O", "O", "N", "O", "O", "H", "H", "C", "Si", "C", "C", "As", "Si", "C", "C", "C", "H", "H", "H", "H", "H", "H", "H", "H", "H", "H", "H", "H", "H", "H", "H", "H", "H", "H"], "positions_angstrom": [[-1.44, 1.50, 0.76], [-2.90, -0.82, 1.30], [-4.18, -1.20, 0.67], [-5.32, -0.26, 1.00], [-5.14, 1.17, 0.47], [-4.80, 2.19, 1.55], [-4.14, 3.36, 0.95], [-2.18, -1.45, 0.96], [-2.95, -0.98, 2.30], [-4.47, -2.22, 0.95], [-4.02, -1.20, -0.41], [-5.47, -0.24, 2.09], [-6.23, -0.70, 0.58], [-6.04, 1.49, -0.04], [-4.33, 1.18, -0.28], [-4.11, 1.75, 2.27], [-5.71, 2.46, 2.09], [-3.98, 4.08, 1.64], [-4.72, 3.76, 0.22], [1.39, -1.74, 2.04], [0.83, -1.18, 1.13], [1.09, 0.11, 0.81], [-0.14, -1.88, 0.24], [-0.32, -3.23, 0.49], [-0.93, -4.05, -0.43], [-1.26, -3.57, -1.69], [-1.09, -2.24, -1.97], [-0.68, -1.27, -0.97], [-0.89, -0.05, -1.11], [-1.40, -1.78, -3.32], [-2.29, -2.36, -3.93], [-0.72, -0.88, -3.79], [-1.15, -5.45, -0.12], [-0.99, -5.81, 1.03], [-1.49, -6.19, -1.03], [0.06, -3.65, 1.42], [-1.65, -4.23, -2.45], [3.61, 0.08, -2.03], [4.02, -0.48, -0.29], [5.82, -0.18, 0.14], [3.67, -2.32, -0.24], [2.82, 0.67, 1.44], [2.61, 2.81, 0.41], [1.85, 3.00, -1.30], [1.61, 3.85, 1.62], [4.34, 3.55, 0.37], [4.09, -0.60, -2.74], [3.96, 1.09, -2.24], [2.53, 0.04, -2.21], [6.48, -0.62, -0.61], [6.05, -0.63, 1.11], [6.05, 0.89, 0.20], [4.53, -2.86, -0.66], [2.80, -2.56, -0.86], [3.49, -2.70, 0.76], [0.81, 2.68, -1.34], [2.39, 2.44, -2.06], [1.88, 4.06, -1.57], [0.70, 3.35, 1.95], [1.32, 4.80, 1.16], [2.20, 4.07, 2.51], [4.94, 3.13, -0.45], [4.87, 3.36, 1.30], [4.28, 4.63, 0.22]], "mulliken_charge": [0.778, -0.160, -0.590, -0.921, -0.360, -0.817, -0.453, -0.187, 0.275, 0.432, 0.313, 0.407, 0.373, 0.431, 0.236, 0.287, 0.395, 0.208, 0.205, -0.660, -0.618, -0.116, -0.118, 0.170, -0.989, -0.384, -0.472, 2.289, -0.912, 1.076, -0.635, -0.588, 1.025, -0.627, -0.636, 0.584, 0.617, -1.041, 0.385, -1.055, -1.068, -0.202, 0.636, -0.893, -0.939, -1.176, 0.429, 0.292, 0.269, 0.343, 0.305, 0.279, 0.470, 0.222, 0.320, 0.141, 0.269, 0.407, 0.142, 0.323, 0.292, 0.291, 0.340, 0.366], "relative_energy_kj_mol": 0.0, "homo_ev": -8.489, "total_charge": 0}

=====

{"formula": "C23H31N3O4", "method": "the ωB97M-V functional and the def2-TZVPD basis", "elements": ["C", "C", "O", "C", "O", "C", "C", "C", "C", "C", "C", "O", "C", "C", "C", "C", "C", "N", "C", "O", "C", "C", "N", "C", "C", "C", "C", "N", "C", "C", "H", "H", "H", "H", "H", "H", "H", "H", "H", "H", "H", "H", "H", "H", "H", "H", "H", "H", "H", "H", "H", "H", "H", "H", "H", "H", "H", "H", "H", "H", "H"], "positions_angstrom": [[0.43, 2.40, 0.28], [-0.51, 1.24, -0.01], [0.21, 0.00, -0.10], [0.04, -0.91, 0.84], [-0.63, -0.75, 1.83], [0.78, -2.21, 0.54], [2.18, -2.13, 1.20], [2.98, -0.96, 0.74], [3.77, -1.02, -0.39], [4.50, 0.08, -0.83], [4.46, 1.27, -0.12], [5.13, 2.41, -0.45], [5.94, 2.40, -1.60], [3.68, 1.33, 1.04], [2.96, 0.24, 1.46], [0.88, -2.45, -0.97], [-0.50, -2.88, -1.51], [-1.56, -2.55, -0.57], [-2.46, -1.59, -0.89], [-2.43, -1.01, -1.96], [-3.55, -1.32, 0.14], [-4.59, -0.33, -0.41], [-4.11, 1.02, -0.38], [-3.72, 1.79, -1.41], [-3.35, 3.01, -0.89], [-3.56, 2.88, 0.49], [-3.33, 3.90, 1.55], [-4.02, 1.67, 0.78], [-1.48, -3.29, 0.67], [-0.03, -3.37, 1.15], [-0.13, 3.33, 0.20], [1.24, 2.41, -0.44], [0.84, 2.31, 1.28], [-1.26, 1.15, 0.77], [-1.00, 1.36, -0.98], [2.71, -3.06, 0.98], [2.03, -2.07, 2.28], [3.83, -1.94, -0.96], [5.10, -0.02, -1.72], [6.74, 1.66, -1.52], [5.35, 2.20, -2.50], [6.36, 3.40, -1.66], [3.66, 2.26, 1.59], [2.36, 0.30, 2.36], [1.21, -1.54, -1.46], [1.60, -3.24, -1.17], [-0.53, -3.96, -1.68], [-0.73, -2.37, -2.45], [-3.10, -0.89, 1.04], [-4.05, -2.25, 0.39], [-5.49, -0.38, 0.21], [-4.83, -0.58, -1.44], [-3.71, 1.41, -2.42], [-2.99, 3.86, -1.42], [-3.97, 4.77, 1.39], [-2.29, 4.23, 1.55], [-3.55, 3.47, 2.53], [-1.89, -4.30, 0.51], [-2.08, -2.79, 1.42], [-0.01, -3.31, 2.24], [0.44, -4.31, 0.85]], "mulliken_charge": [-1.567, -0.244, 0.079, -0.037, -0.633, 2.013, -2.100, 0.178, -0.624, -0.552, 0.842, -0.460, -0.888, -0.784, -0.055, -0.893, -1.171, 0.074, 0.965, -0.685, -0.564, -1.264, 0.987, -0.086, -0.971, 0.768, -1.257, -1.126, -1.008, -1.236, 0.513, 0.275, 0.243, 0.453, 0.320, 0.621, 0.462, 0.402, 0.428, 0.352, 0.343, 0.247, 0.459, 0.436, 0.350, 0.535, 0.342, 0.363, 0.402, 0.535, 0.387, 0.389, 0.443, 0.431, 0.354, 0.230, 0.337, 0.353, 0.442, 0.405, 0.451], "relative_energy_kj_mol": 0.0, "homo_ev": -8.383, "total_charge": 0, "smiles": "CCOC(=O)C1(Cc2ccc(OC)cc2)CCN(C(=O)CCn2ccc(C)n2)CC1"}

=====

{"formula": "C20H30ClN3SiV", "method": "the ωB97M-V functional and the def2-TZVPD basis", "elements": ["V", "C", "C", "C", "C", "C", "C", "N", "N", "Si", "C", "C", "C", "H", "H", "H", "H", "H", "H", "H", "H", "H", "H", "H", "H", "H", "H", "H", "C", "C", "C", "C", "N", "H", "H", "H", "H", "H", "H", "H", "H", "H", "Cl", "C", "C", "C", "C", "C", "C", "C", "H", "H", "H", "H", "H", "H"], "positions_angstrom": [[-0.20, -0.48, 0.31], [-3.98, 0.36, -0.07], [-3.39, -1.03, -0.03], [-4.23, -2.13, -0.07], [-3.72, -3.42, -0.04], [-2.30, -3.55, -0.07], [-1.52, -2.42, -0.09], [-2.02, -1.15, 0.01], [-0.15, -2.44, -0.21], [0.59, -3.27, -1.47], [0.99, -5.16, -1.21], [-0.54, -3.37, -3.03], [2.26, -2.44, -1.92], [-4.63, 0.47, -0.94], [-3.20, 1.11, -0.12], [-4.59, 0.55, 0.82], [-5.31, -1.96, -0.10], [-4.36, -4.29, -0.05], [-1.83, -4.53, -0.11], [0.07, -5.71, -1.06], [1.63, -5.33, -0.34], [1.49, -5.59, -2.08], [-1.42, -3.95, -2.76], [-0.10, -3.84, -3.90], [-0.88, -2.38, -3.32], [2.95, -2.56, -1.10], [2.10, -1.37, -2.06], [2.72, -2.85, -2.81], [2.39, 1.55, 2.30], [2.49, 0.71, 1.00], [2.84, 1.70, -0.15], [3.64, -0.32, 1.13], [1.28, 0.07, 0.72], [3.26, 2.20, 2.42], [2.31, 0.89, 3.17], [1.50, 2.16, 2.24], [3.82, 2.15, 0.01], [2.08, 2.48, -0.17], [2.81, 1.16, -1.09], [4.59, 0.16, 1.35], [3.71, -0.87, 0.20], [3.40, -1.02, 1.93], [0.22, 7.70, 1.73], [-0.09, 6.01, 1.33], [0.10, 5.56, 0.03], [-0.15, 4.25, -0.28], [-0.63, 3.30, 0.69], [-1.00, 2.02, 0.36], [-0.76, 3.82, 2.02], [-0.50, 5.13, 2.33], [0.44, 6.25, -0.73], [0.00, 3.90, -1.29], [-1.04, 1.73, -0.69], [-1.48, 1.41, 1.11], [-1.06, 3.14, 2.81], [-0.60, 5.49, 3.35]], "mulliken_charge": [0.765, -1.097, 0.569, -0.490, -0.814, -0.277, 0.025, -0.014, -0.199, -0.074, -1.152, -1.028, -0.858, 0.335, 0.184, 0.222, 0.315, 0.378, 0.349, 0.304, 0.300, 0.321, 0.308, 0.381, 0.310, 0.174, 0.112, 0.412, -1.415, 1.577, -1.372, -1.646, -0.682, 0.393, 0.376, 0.152, 0.458, 0.170, 0.251, 0.394, 0.236, 0.389, -0.334, 0.318, -0.682, -0.434, 0.957, -2.083, -0.306, -0.716, 0.349, 0.301, 0.436, 0.527, 0.282, 0.348], "spin_multiplicity": 2, "homo_ev": [1.431, -0.196], "total_charge": -2}